#i
Computed, not measured: 10 unconnected molecules or ions with the total composition C6H28O10, with ωB97M-V/def2-TZVPD.

Computed properties:
- LUMO: 0.00363 Ha
- Frontier orbital gap: 8.068 eV
- HOMO: -7.9689 eV

Cartesian coordinates (Å):
H  2.434  0.079  2.814
H  -0.879  1.481  3.086
C  -1.149  0.029  -0.408
H  2.623  -1.074  -1.907
H  -0.160  -2.693  -2.404
O  0.794  2.130  2.627
C  -0.368  2.640  -1.689
H  3.326  0.308  0.373
H  -1.400  -3.049  1.275
H  1.831  0.548  0.320
H  -0.447  2.478  -2.797
H  1.543  1.526  2.686
H  0.185  -1.002  3.350
O  2.351  -0.471  3.607
H  -1.050  0.604  -3.761
H  -1.287  -1.173  3.711
H  -2.035  3.209  -0.425
O  -2.955  -1.301  0.143
H  0.172  -3.493  -0.937
O  -0.600  -1.524  3.131
H  0.433  2.001  -1.346
H  1.571  -0.716  -3.624
O  0.398  -2.927  -1.669
O  3.265  -1.520  -1.344
C  -1.588  -1.256  0.176
H  1.287  2.959  2.718
H  0.040  3.639  -1.610
H  -2.875  0.959  0.181
H  -0.259  -0.101  -0.991
H  1.538  0.817  -3.135
H  -3.320  -2.103  0.538
H  -2.473  2.354  -1.974
H  2.832  -2.372  -1.174
C  -1.959  1.100  -0.371
C  -0.876  -2.207  0.821
O  1.510  -0.106  -2.876
H  -0.959  -0.515  -2.941
H  2.427  -1.361  3.241
H  0.144  -2.413  0.985
C  -1.738  2.423  -1.127
O  2.581  0.539  0.948
O  -1.052  -0.350  -3.924
H  -2.164  0.919  2.434
O  -1.691  0.988  3.267

#ii
Computed, not measured: 8 unconnected molecules or ions with the total composition C6H28O10, with ωB97M-V/def2-TZVPD.

Computed properties:
- LUMO: 0.01160 Ha
- Frontier orbital gap: 10.497 eV
- HOMO: -10.1818 eV

Cartesian coordinates (Å):
H  -1.900  -4.508  -0.087
H  -1.253  2.299  1.819
H  -1.494  0.911  3.662
H  3.592  0.491  -2.848
H  0.918  -1.868  -0.999
C  2.534  0.444  -2.666
H  -1.657  1.071  -1.587
H  2.509  -0.148  -0.822
H  -2.071  -3.138  -2.647
H  -0.081  -3.432  -1.990
O  0.550  2.803  -0.727
H  0.324  1.073  2.241
O  -0.572  -3.173  -1.214
H  3.236  2.103  2.298
C  1.169  1.730  2.605
H  -3.918  -2.916  -1.079
H  2.378  1.711  0.868
H  2.080  -0.471  -3.080
H  -2.669  -2.259  0.127
H  0.205  0.514  -0.666
H  1.139  2.014  -0.816
H  0.779  3.342  1.446
H  -2.141  2.376  -1.962
O  3.103  0.185  2.158
H  -3.201  1.103  3.023
O  -0.521  -0.075  -0.340
O  0.762  3.085  2.422
C  2.516  1.437  1.922
H  -0.225  2.610  -1.234
H  1.908  -2.877  -0.525
H  -0.828  0.374  0.514
C  -2.868  -2.994  -0.678
O  -1.457  1.772  -2.205
O  -1.828  1.548  1.607
O  1.878  -2.074  -1.047
H  -2.255  -0.257  2.459
H  -1.758  -1.605  -1.779
H  2.048  1.324  -3.152
H  2.528  -0.488  1.727
C  -1.867  -2.679  -1.682
C  -2.161  0.798  2.771
O  2.174  0.607  -1.321
H  1.231  1.575  3.700
O  -2.833  -4.336  -0.214

#ii has the most favorable energy; the next structure is 0.481 eV above.

#i
Computed, not measured: 3 unconnected molecules or ions with the total composition C2H9NO3, with ωB97M-V/def2-TZVPD.

Computed properties:
- LUMO: 0.02829 Ha
- Frontier orbital gap: 10.669 eV
- HOMO: -9.8995 eV

Cartesian coordinates (Å):
H  0.912  2.916  1.063
H  -1.359  -2.664  0.891
H  0.334  1.995  2.349
O  -0.598  -2.850  1.440
H  -0.050  -2.643  -1.224
H  0.544  2.404  -1.288
H  -0.832  1.528  -1.351
O  0.040  -1.942  -1.854
N  0.281  2.196  1.370
C  0.083  1.160  0.507
O  -0.262  0.054  0.892
H  -0.443  -2.074  1.976
C  0.202  1.432  -0.944
H  0.242  0.542  -1.573
H  0.906  -2.055  -2.255

#ii
Computed, not measured: a molecular structure, C2H9NO3, with ωB97M-V/def2-TZVPD.

Computed properties:
- LUMO: 0.02639 Ha
- Frontier orbital gap: 9.897 eV
- HOMO: -9.1792 eV

Cartesian coordinates (Å):
O  -1.141  -0.877  1.524
O  0.072  0.191  3.069
H  0.195  1.228  -2.646
O  0.388  -1.261  -1.899
C  -0.471  0.937  -1.832
H  -0.245  1.004  2.649
N  0.157  -0.131  -1.086
H  1.907  0.454  0.175
H  -0.442  -0.425  -0.312
H  -0.005  -1.789  2.939
H  2.483  0.679  0.660
H  -1.449  0.659  -2.256
H  -0.451  -1.572  -2.283
C  -0.393  -0.881  2.458
H  -0.604  1.783  -1.160

#iii
Computed, not measured: 3 unconnected molecules or ions with the total composition C2H9NO3, with ωB97M-V/def2-TZVPD.

Computed properties:
- LUMO: 0.02123 Ha
- Frontier orbital gap: 10.102 eV
- HOMO: -9.5242 eV

Cartesian coordinates (Å):
H  0.853  0.246  -1.919
O  -2.272  2.908  -1.502
H  4.109  -3.921  3.711
C  -1.163  0.907  -2.226
O  0.310  -1.636  2.728
N  0.290  1.048  -2.162
H  1.132  -1.517  2.232
H  -1.360  0.399  -3.169
H  0.644  1.871  -1.712
H  -1.387  2.736  -3.356
H  2.745  -4.383  3.180
H  0.414  -1.092  3.516
C  -1.683  2.331  -2.369
O  3.173  -3.979  3.943
H  -1.576  0.427  -1.344

#i has the most favorable energy; the next structure is 1.045 eV above.

#i
Computed, not measured: 3 unconnected molecules or ions with the total composition C2H9NO3, with ωB97M-V/def2-TZVPD.

Computed properties:
- LUMO: 0.01365 Ha
- Frontier orbital gap: 9.971 eV
- HOMO: -9.5994 eV

Cartesian coordinates (Å):
H  -1.369  1.467  1.495
H  2.857  -3.076  -2.827
H  1.901  -2.369  -3.945
O  0.908  3.798  0.352
N  -0.804  0.934  0.862
H  0.068  -0.923  1.165
O  -2.551  -2.182  0.866
H  0.140  1.242  0.769
H  -2.007  -1.033  -0.658
C  -1.899  -1.282  0.417
C  -0.917  -0.456  1.246
H  -1.375  -0.688  2.219
H  0.859  2.886  0.635
O  2.783  -2.569  -3.634
H  1.407  4.252  1.038

#ii
Computed, not measured: 3 unconnected molecules or ions with the total composition C2H9NO3, with ωB97M-V/def2-TZVPD.

Computed properties:
- LUMO: 0.02376 Ha
- Frontier orbital gap: 10.261 eV
- HOMO: -9.6148 eV

Cartesian coordinates (Å):
H  0.919  -0.516  -2.417
H  -2.691  -0.951  0.892
O  -1.357  0.761  -1.087
C  -0.871  -0.049  1.098
H  -2.266  -0.759  2.421
H  -0.251  0.319  1.912
N  -2.234  -0.297  1.519
O  2.515  0.495  0.527
H  2.112  -0.349  0.748
H  2.492  0.506  -0.437
C  -0.935  1.028  0.006
H  -0.804  2.073  0.339
H  1.906  -0.579  -3.545
H  -0.361  -0.897  0.629
O  1.827  -0.786  -2.607

#ii has the most favorable energy; the next structure is 0.498 eV above.

#i
Computed, not measured: a molecular structure, H4N4O2, with ωB97M-V/def2-TZVPD.

Computed properties:
- LUMO: 0.03076 Ha
- Frontier orbital gap: 8.846 eV
- HOMO: -8.0087 eV

Cartesian coordinates (Å):
H  1.038  -1.880  -1.404
N  0.243  -1.764  -0.695
H  0.187  -1.762  1.222
H  -1.861  0.135  0.454
O  -1.273  -0.531  0.296
O  0.966  -1.769  0.612
H  0.397  2.300  0.175
N  0.536  0.787  -0.780
N  -0.547  -0.717  -0.862
N  -0.035  1.469  -0.009

#ii
Computed, not measured: 2 unconnected molecules or ions with the total composition H4N4O2, with ωB97M-V/def2-TZVPD.

Computed properties:
- LUMO: 0.02857 Ha
- Frontier orbital gap: 10.122 eV
- HOMO: -9.3450 eV

Cartesian coordinates (Å):
H  -1.360  0.750  -0.510
N  3.132  -0.212  -0.468
H  2.284  1.354  -0.064
O  3.862  -1.112  -0.287
N  -0.394  1.011  -0.448
H  -0.585  -1.482  0.684
N  0.450  0.269  -0.002
N  0.322  -0.936  0.480
O  2.953  0.750  0.463
H  1.193  -1.160  0.975

#ii has the most favorable energy; the next structure is 1.791 eV above.

#i
Computed, not measured: 2 unconnected molecules or ions with the total composition C2H3N2O2S, with ωB97M-V/def2-TZVPD.

Computed properties:
- Charge: -1
- LUMO: 0.13376 Ha
- Frontier orbital gap: 6.653 eV
- HOMO: -3.0131 eV

Cartesian coordinates (Å):
H  -0.433  -1.243  1.459
O  -0.438  -1.508  -0.982
H  0.468  -1.760  -0.497
C  0.510  -0.632  1.666
N  -0.765  -0.243  -0.337
N  -0.608  0.781  -1.137
S  -0.343  3.229  -2.376
H  0.138  0.448  2.147
C  -0.223  1.796  -1.599
O  1.693  -0.867  1.656

#ii
Computed, not measured: a gas-phase ion, C2H3N2O2S (charge -1), with ωB97M-V/def2-TZVPD.

Computed properties:
- Charge: -1
- LUMO: 0.13804 Ha
- Frontier orbital gap: 8.195 eV
- HOMO: -4.4389 eV

Cartesian coordinates (Å):
C  -0.168  0.705  1.594
H  0.071  0.499  -1.865
S  0.032  1.831  -0.260
N  -0.170  -0.487  1.308
O  0.151  -0.393  -2.276
C  -0.243  -1.275  -0.015
O  -0.159  1.405  2.544
H  1.210  1.349  -0.011
N  -0.231  -1.391  -1.333
H  -0.493  -2.243  0.313

#iii
Computed, not measured: 3 unconnected molecules or ions with the total composition C2H3N2O2S, with ωB97M-V/def2-TZVPD.

Computed properties:
- Charge: -1
- LUMO: 0.13287 Ha
- Frontier orbital gap: 8.697 eV
- HOMO: -5.0813 eV

Cartesian coordinates (Å):
C  0.257  -1.562  -0.284
O  1.876  3.313  -0.558
C  1.817  1.289  0.549
N  1.987  2.249  -0.035
S  -3.413  -0.963  0.043
H  2.194  0.267  0.640
O  -0.780  -2.185  -0.192
H  -2.930  0.200  0.461
H  -2.169  -1.750  -0.066
N  1.161  -0.859  -0.558

#ii has the most favorable energy; the next structure is 0.105 eV above.

#i
Computed, not measured: 2 unconnected molecules or ions with the total composition CH4N2O3, with ωB97M-V/def2-TZVPD.

Computed properties:
- LUMO: -0.01795 Ha
- Frontier orbital gap: 8.792 eV
- HOMO: -9.2806 eV

Cartesian coordinates (Å):
H  0.218  -1.659  -0.368
H  1.262  0.079  1.424
O  -0.844  0.189  0.632
C  0.479  0.225  0.207
H  0.344  2.210  0.250
O  -2.904  -0.318  -0.044
H  1.719  -1.044  -0.659
N  0.765  -0.875  -0.655
N  -1.824  -0.270  -0.480
O  0.785  1.462  -0.307

#ii
Computed, not measured: 2 unconnected molecules or ions with the total composition CH4N2O3, with ωB97M-V/def2-TZVPD.

Computed properties:
- LUMO: -0.02188 Ha
- Frontier orbital gap: 9.763 eV
- HOMO: -10.3588 eV

Cartesian coordinates (Å):
H  -1.302  1.076  0.252
H  -0.131  1.016  -1.602
N  0.916  0.432  1.395
O  0.254  -1.763  -0.240
C  -0.141  0.521  -0.612
N  -0.347  -0.976  -0.878
H  1.157  -0.541  1.453
O  -1.257  -1.314  -1.611
O  0.904  0.944  0.112
H  -0.053  0.604  1.733

#iii
Computed, not measured: CH4N2O3 in the gas phase, with ωB97M-V/def2-TZVPD.

Computed properties:
- LUMO: -0.00797 Ha
- Frontier orbital gap: 9.930 eV
- HOMO: -10.1466 eV

Cartesian coordinates (Å):
N  1.456  -0.878  0.561
H  -0.406  0.445  -1.822
H  0.745  -1.143  1.240
C  -0.129  0.475  -0.672
O  0.897  -0.679  -0.710
N  -1.272  0.149  0.071
H  1.921  -0.011  0.985
O  -2.166  0.934  0.141
H  0.243  1.592  -0.456
O  -1.290  -0.884  0.662

#iv
Computed, not measured: 2 unconnected molecules or ions with the total composition CH4N2O3, with ωB97M-V/def2-TZVPD.

Computed properties:
- LUMO: 0.00516 Ha
- Frontier orbital gap: 10.607 eV
- HOMO: -10.4664 eV

Cartesian coordinates (Å):
O  -0.900  1.444  0.034
H  0.076  -1.174  -0.036
O  2.981  -0.817  -0.073
H  0.905  1.356  0.219
H  -1.633  -1.577  -0.010
N  1.858  -0.363  0.143
H  -2.635  0.589  -0.285
N  -0.946  -0.822  0.058
C  -1.513  0.407  -0.065
O  1.807  0.958  0.014

#iv has the most favorable energy; the next structure is 1.500 eV above.

#i
Computed, not measured: CH4N2O3 in the gas phase, with ωB97M-V/def2-TZVPD.

Computed properties:
- LUMO: 0.01769 Ha
- Frontier orbital gap: 11.246 eV
- HOMO: -10.7644 eV

Cartesian coordinates (Å):
C  -0.098  0.059  -0.035
H  0.060  -1.924  -0.229
H  0.175  -1.327  1.307
H  1.302  -0.139  -1.298
N  -1.442  -0.161  -0.648
O  0.656  0.541  -1.159
H  -0.208  0.803  0.706
O  -1.467  -0.238  -1.837
O  -2.381  -0.333  0.076
N  0.393  -1.202  0.404

#ii
Computed, not measured: 2 unconnected molecules or ions with the total composition CH4N2O3, with ωB97M-V/def2-TZVPD.

Computed properties:
- LUMO (spin up / spin down): -0.12386 / -0.12383 Ha
- Frontier orbital gap (spin up / spin down): 6.844 / 6.845 eV
- HOMO (spin up / spin down): -10.2148 / -10.2146 eV

Cartesian coordinates (Å):
C  -0.865  0.701  -0.019
N  0.241  0.303  -0.709
H  -0.539  1.389  0.861
H  -0.589  -2.793  0.145
O  2.085  -0.514  0.066
N  1.447  0.432  -0.149
O  -0.631  -1.884  0.024
H  -1.643  1.050  -0.635
H  -1.155  -0.283  0.347
O  1.650  1.600  0.068

#i has the most favorable energy; the next structure is 6.181 eV above.